Formula: C33H39N3O4P2STi
Source: OMol25
Level of theory: wB97M-V/def2-TZVPD

Last column: Löwdin charge in e.
Geometry (Å):
Ti: 0.304 0.312 -0.636  0.91
O: -0.744 1.201 -1.755  -0.40
P: -0.455 2.672 -2.310  0.92
C: 1.215 2.570 -3.069  -0.23
P: 2.447 1.912 -1.855  0.93
O: 1.592 1.529 -0.582  -0.41
C: 3.755 3.002 -1.388  -0.33
C: 4.644 3.480 -2.359  -0.07
C: 5.689 4.294 -1.963  -0.02
C: 5.842 4.627 -0.620  0.00
C: 4.952 4.152 0.338  -0.02
C: 3.901 3.335 -0.037  -0.06
C: 2.975 0.315 -2.502  -0.27
C: 2.001 -0.611 -2.905  -0.12
C: 2.388 -1.870 -3.333  -0.04
C: 3.739 -2.204 -3.374  -0.02
C: 4.704 -1.281 -2.990  -0.01
C: 4.325 -0.020 -2.547  -0.02
C: -0.325 3.793 -0.924  -0.31
C: -1.373 3.786 -0.001  -0.08
C: -1.387 4.695 1.040  -0.03
C: -0.370 5.639 1.142  -0.01
C: 0.652 5.677 0.205  -0.02
C: 0.678 4.759 -0.834  -0.07
C: -1.739 3.130 -3.433  -0.30
C: -2.690 2.178 -3.818  -0.06
C: -3.712 2.561 -4.669  -0.03
C: -3.778 3.870 -5.131  0.00
C: -2.827 4.811 -4.745  -0.02
C: -1.805 4.451 -3.888  -0.05
H: 1.507 3.571 -3.400  0.10
H: 1.178 1.936 -3.957  0.10
H: 4.522 3.220 -3.405  0.13
H: 6.389 4.667 -2.699  0.13
H: 6.664 5.263 -0.318  0.14
H: 5.081 4.417 1.379  0.13
H: 3.200 2.957 0.695  0.11
H: 0.948 -0.330 -2.991  0.10
H: 1.645 -2.572 -3.695  0.13
H: 4.048 -3.173 -3.744  0.13
H: 5.753 -1.538 -3.057  0.14
H: 5.075 0.704 -2.253  0.12
H: -2.196 3.100 -0.157  0.10
H: -2.198 4.694 1.756  0.13
H: -0.393 6.369 1.941  0.13
H: 1.420 6.437 0.267  0.13
H: 1.471 4.815 -1.569  0.10
H: -2.617 1.160 -3.459  0.11
H: -4.456 1.839 -4.977  0.13
H: -4.578 4.164 -5.798  0.13
H: -2.889 5.826 -5.112  0.13
H: -1.073 5.186 -3.571  0.12
C: -4.621 0.362 1.527  0.00
N: -3.178 0.429 1.238  0.02
C: -2.172 -0.137 1.865  -0.64
S: -0.520 0.491 1.568  0.83
N: -2.251 -1.087 2.772  0.01
C: -3.433 -1.801 3.280  -0.01
H: -5.145 0.908 0.748  0.11
H: -4.844 0.835 2.483  0.11
H: -4.990 -0.658 1.526  0.09
H: -2.912 1.153 0.595  0.10
H: -1.387 -1.283 3.252  0.13
H: -4.143 -1.130 3.759  0.10
H: -3.095 -2.516 4.023  0.11
H: -3.928 -2.345 2.478  0.10
O: -0.303 -1.521 -0.827  -0.05
C: 0.773 -1.980 -0.318  -0.56
O: 1.653 -1.148 0.020  -0.04
C: 0.964 -3.465 -0.105  -0.12
N: 2.350 -3.733 0.416  0.13
C: 2.212 -4.623 1.631  -0.06
C: 0.901 -4.143 2.229  -0.12
C: 0.005 -4.003 0.992  -0.07
H: 0.801 -3.971 -1.056  0.18
H: 2.755 -2.830 0.687  0.18
H: 2.968 -4.145 -0.284  0.20
H: 3.080 -4.522 2.277  0.15
H: 2.134 -5.655 1.293  0.15
H: 1.043 -3.188 2.741  0.13
H: 0.506 -4.859 2.947  0.14
H: -0.844 -3.337 1.133  0.12
H: -0.380 -4.977 0.693  0.14

Cartesian forces (eV/Å) of the 2 atoms listed first:
Ti -1.2852 -1.1164 2.7341
O -0.7071 0.5328 -1.0660

- highest occupied orbital energy (eV) = -18.79
- total charge = +4
- E_LUMO (eV) = -12.06
- relative energy (zero: lowest compared OMol25 entry of this formula, charge and spin) (kcal/mol) = 23.8
- orbital gap (eV) = 6.7
- largest force on an atom (eV/A) = 3.2